No. 1
14
Properties=species:S:1:pos:R:3:forces:R:3:nbo_charge:R:1 method="wB97M-V/def2-TZVPD" homo_ev="-7.3 / -7.3" energy_ha=-287.377382 smiles="C/C=N/C=C1C=C1" de_lowest_kcal_mol=131.7
C 0.8578 1.3238 0.7495 0.054 -0.005 0.152 -0.652
C 0.3733 -0.0889 0.6509 0.464 0.431 0.291 0.038
N -0.7638 -0.3911 1.2020 -0.159 0.554 0.371 -0.396
C -1.5856 -1.3174 0.7802 -0.069 -0.857 0.345 -0.011
C -1.3374 -1.7798 -0.5044 0.678 0.658 -1.459 -0.119
C -1.4411 -1.2626 -1.8071 0.550 -0.432 1.183 -0.093
C -0.1974 -1.1738 -1.3006 -1.436 -0.185 -0.272 -0.260
H 1.4122 1.4725 1.6782 0.095 0.061 0.041 0.217
H 0.0159 2.0109 0.7429 -0.015 0.042 -0.022 0.223
H 1.5207 1.5543 -0.0805 0.074 0.070 -0.054 0.214
H 1.1468 -0.8372 0.5077 -0.208 -0.156 -0.119 0.185
H -2.4489 -1.5730 1.3695 -0.235 0.079 -0.010 0.201
H -2.1314 -1.0243 -2.5870 -0.221 0.012 -0.348 0.221
H 0.8190 -1.2143 -1.5972 0.428 -0.272 -0.099 0.232

***

No. 2
15
Properties=species:S:1:pos:R:3:forces:R:3:nbo_charge:R:1 method="wB97M-V/def2-TZVPD" charge=+1 homo_ev=-14.0 energy_ha=-341.929252 smiles="C=C=[NH+][C@@H]1C=CC=N1" de_lowest_kcal_mol=86.9
C 3.1134 0.6329 -0.0135 -1.444 -0.686 -0.912 -0.402
C 2.0733 -0.1076 -0.2030 -2.546 -0.362 0.104 0.538
N 0.9503 -0.7772 -0.1832 1.651 1.823 -0.598 -0.478
C -0.3453 -0.2956 0.3032 -3.196 -0.206 4.355 0.009
C -1.8055 -1.0197 0.0147 2.572 3.192 -0.291 -0.140
C -2.6165 0.0590 -0.1743 2.635 -1.320 -0.378 -0.247
C -1.8010 1.2753 -0.1362 0.467 -1.273 0.111 0.103
N -0.5591 1.0808 0.1825 -0.343 1.787 -1.862 -0.418
H 3.7698 0.2261 0.6671 1.382 -1.055 2.041 0.288
H 3.5572 1.4964 -0.4570 -0.560 0.524 -0.903 0.311
H 0.7825 -1.5324 -0.8173 0.723 -0.735 -0.601 0.451
H -0.4428 -0.3950 1.4691 0.799 -0.382 -1.590 0.271
H -1.7453 -2.0416 0.2375 -1.110 -1.353 -0.185 0.238
H -3.5780 0.1985 -0.5502 -1.818 -0.652 0.139 0.250
H -2.3326 2.1690 -0.4364 0.788 0.700 0.569 0.227

***

No. 3
17
Properties=species:S:1:pos:R:3:forces:R:3:nbo_charge:R:1 method="wB97M-V/def2-TZVPD" charge=-1 homo_ev=-2.2 energy_ha=-492.662002 smiles="[O-]N1CC=CC=C/C1=N/O" de_lowest_kcal_mol=114.2
O -1.7251 2.0570 -0.2188 0.886 0.773 -0.142 -0.770
N -0.7608 1.1265 0.1060 1.422 -2.825 0.280 -0.160
C 0.8061 1.4237 -0.0056 -3.172 -1.513 0.585 -0.289
C 1.7611 0.4203 0.5924 -0.514 -1.021 -1.509 -0.194
C 1.9522 -0.8161 0.0699 -2.073 1.719 0.563 -0.218
C 0.9631 -1.6523 -0.5685 0.042 -0.819 -0.982 -0.303
C -0.3541 -1.4071 -0.6403 -0.835 1.450 1.720 -0.153
C -1.1691 -0.1892 -0.1160 0.085 -0.949 -0.283 0.255
N -2.3903 -0.6571 0.0929 0.711 1.235 -0.566 -0.219
O -3.3211 0.2564 0.5731 -0.693 -0.407 0.574 -0.624
H 0.8199 2.3074 0.5554 0.454 1.645 0.246 0.209
H 1.0071 1.5076 -1.0532 0.329 0.546 -0.697 0.189
H 2.4181 0.6520 1.4065 0.330 0.761 0.123 0.191
H 2.7783 -1.3229 0.4043 1.991 -1.328 0.899 0.180
H 1.3094 -2.6777 -0.8468 -0.324 0.907 0.131 0.189
H -1.0608 -2.2267 -0.7676 0.279 0.186 -0.562 0.225
H -3.0339 1.1983 0.4164 1.082 -0.361 -0.380 0.492

***

No. 4
20
Properties=species:S:1:pos:R:3:forces:R:3:nbo_charge:R:1 method="wB97M-V/def2-TZVPD" charge=+2 homo_ev=-16.1 energy_ha=-1668.498736 de_lowest_kcal_mol=65.4
Ta -0.1406 0.1664 -0.3786 1.503 -1.534 0.859 1.581
S 1.8765 -3.3966 -1.7410 0.087 -0.414 -0.096 0.452
C 1.2682 -2.0628 -1.1903 -0.068 0.938 0.201 -0.582
S -0.6251 -1.9562 -0.8955 -0.838 0.184 -0.150 0.080
S 2.0539 -0.5471 -0.7669 0.204 0.222 -0.414 0.163
N -2.1726 3.4786 -1.9876 -0.044 0.077 0.090 -0.432
C -2.0357 3.9653 -0.7002 -0.086 0.006 -0.121 -0.015
C -1.3637 3.0248 -0.0096 0.147 -0.099 -0.021 -0.064
N -1.0824 1.9552 -0.8822 -0.327 0.325 -0.279 -0.720
C -1.6075 2.2912 -2.0782 0.029 0.053 0.057 0.278
H -2.6404 3.9564 -2.7495 0.021 0.005 -0.005 0.477
H -2.4287 4.9214 -0.3981 0.020 0.004 -0.014 0.287
H -1.0430 3.0405 1.0191 -0.009 -0.026 0.002 0.263
H -1.5670 1.7032 -2.9825 -0.017 -0.018 0.011 0.262
C -1.2261 -0.2317 2.7293 0.548 -0.095 0.229 -0.749
C -0.0424 -0.0524 1.8323 -1.126 -0.073 -0.501 0.319
O 1.1263 0.0210 2.0573 0.091 0.429 0.177 -0.420
H -0.9165 -0.1596 3.7725 -0.052 0.016 0.022 0.288
H -1.6485 -1.2225 2.5437 -0.048 0.012 -0.028 0.282
H -1.9874 0.5169 2.5031 -0.034 -0.011 -0.019 0.252